This record from the OMol25 dataset describes C4H8O3 in the gas phase at a distorted geometry. The level of theory is ωB97M-V/def2-TZVPD.

HOMO energy = -9.83 eV
SMILES = O=C(CO)CCO
Energy relative to the best compared isomer or geometry (same formula, charge and spin) = 259.4 kJ/mol
Orbital gap = 10.42 eV

Cartesian coordinates (Å):
O1 1.14208 -1.22073 -1.08639
C1 0.59584 -0.76792 -0.09575
C2 1.42135 -0.00885 0.91079
O2 2.75726 0.05648 0.52386
C3 -0.86513 -0.82722 0.11276
C4 -1.45425 0.55506 -0.85302
O3 -1.07464 1.75090 -0.27332
H1 0.97186 0.98970 1.01973
H2 1.30570 -0.51563 1.88165
H3 2.79630 -0.42754 -0.32155
H4 -1.27025 -1.80449 -0.23124
H5 -1.16091 -0.68384 1.17117
H6 -1.02646 0.47209 -1.86152
H7 -2.35451 0.04143 -0.54915
H8 -1.78424 2.39057 -0.34801